Formula: C27H64N3O3RuS2Si5Te2
Source: the OMol25 dataset
Level of theory: the ωB97M-V functional and the def2-TZVPD basis

```
! wB97M-V def2-TZVPD RIJCOSX def2/J DEFGRID3
* xyz 0 6
Ru -1.379 1.352 -0.728
C -1.110 4.285 0.622
C -2.369 4.171 -0.250
N -2.969 2.837 -0.183
C -3.946 2.563 0.867
C -3.446 2.702 2.292
S -2.111 1.547 2.722
C -0.670 2.572 3.079
C 0.308 2.770 1.934
N -0.320 3.035 0.637
H -1.379 4.537 1.652
H -0.512 5.144 0.283
H -2.132 4.332 -1.298
H -3.082 4.943 0.055
H -3.419 2.662 -1.062
H -4.287 1.540 0.705
H -4.813 3.214 0.715
H -4.267 2.516 2.978
H -3.132 3.705 2.541
H -0.147 2.034 3.881
H -1.002 3.513 3.539
H 0.900 1.891 1.827
H 0.985 3.588 2.195
H 0.430 3.088 -0.057
C 2.481 0.205 -3.544
S 1.528 0.071 -2.042
O 2.412 -0.668 -1.105
O 1.248 1.450 -1.570
O 0.292 -0.641 -2.381
H 3.460 0.634 -3.318
H 1.939 0.821 -4.273
H 2.601 -0.816 -3.907
C -3.000 -1.867 1.951
Te -2.887 -1.364 -0.083
C -5.010 -1.243 -0.308
H -3.686 -1.211 2.482
H -2.028 -1.786 2.405
H -3.311 -2.917 2.072
H -5.461 -2.170 0.025
H -5.232 -1.177 -1.373
H -5.459 -0.403 0.176
C 3.103 -5.435 1.104
Si 1.823 -4.181 0.568
C 0.085 -4.695 1.059
C 1.887 -3.790 -1.232
Si 2.301 -2.199 1.744
Te 0.480 -0.819 1.184
Si 4.333 -1.126 1.430
C 5.347 -1.990 2.736
C 5.102 -1.533 -0.188
C 4.190 0.681 1.770
Si 1.735 -2.180 4.039
C 2.655 -3.583 4.851
C 2.294 -0.530 4.731
C -0.106 -2.396 4.274
H 3.001 -6.410 0.631
H 3.064 -5.557 2.186
H 4.116 -5.055 0.871
H -0.267 -5.592 0.544
H -0.608 -3.871 0.803
H -0.021 -4.826 2.143
H 1.890 -4.631 -1.936
H 2.760 -3.155 -1.405
H 1.037 -3.153 -1.492
H 5.239 -3.064 2.566
H 4.990 -1.794 3.752
H 6.428 -1.814 2.718
H 4.759 -2.530 -0.482
H 6.188 -1.546 -0.188
H 4.733 -0.862 -0.961
H 3.569 0.875 2.662
H 3.664 1.177 0.937
H 5.144 1.202 1.930
H 3.705 -3.585 4.546
H 2.233 -4.498 4.394
H 2.584 -3.623 5.935
H 3.354 -0.381 4.475
H 2.159 -0.388 5.804
H 1.726 0.254 4.194
H -0.442 -3.133 3.534
H -0.586 -1.457 3.967
H -0.464 -2.688 5.247
C -4.703 1.191 -2.671
Si -3.076 0.736 -3.495
C -3.380 1.278 -5.268
C -2.791 -1.101 -3.521
N -1.844 1.712 -2.736
C -0.853 2.379 -3.437
C -0.432 2.033 -4.719
C 0.535 2.726 -5.423
C 1.242 3.778 -4.853
C 0.888 4.111 -3.549
C -0.141 3.466 -2.894
H -5.549 0.581 -3.023
H -4.897 2.240 -2.934
H -4.682 1.112 -1.579
H -4.425 1.033 -5.483
H -2.755 0.710 -5.992
H -3.214 2.353 -5.463
H -3.377 -1.636 -2.789
H -1.741 -1.282 -3.340
H -3.058 -1.496 -4.527
H -0.866 1.169 -5.178
H 0.813 2.366 -6.426
H 2.030 4.312 -5.367
H 1.449 4.896 -3.048
H -0.374 3.760 -1.881
*
```

Output
LUMO level (alpha / beta): 0.1113 / -2.2085 eV
Kohn-Sham gap (alpha / beta): 6.83 / 3.83 eV
E_HOMO (alpha / beta): -6.72 / -6.04 eV

Results of the Löwdin charge analysis, in e, for atoms 1 through 6:
1 Ru 1.170
2 C -0.183
3 C -0.180
4 N -0.185
5 C -0.272
6 C -0.444